ORCA calculation (wB97M-V/def2-TZVPD) on a cluster of 7 separate species, C36H54F3IN7O4 in total in a non-equilibrium geometry.

Positions of all 105 atoms, in Å:
1 O -0.351 7.446 5.933
2 C -0.691 6.822 4.792
3 I -1.547 7.988 3.128
4 C -0.460 5.183 4.569
5 O -0.503 4.789 3.152
6 C 0.801 4.973 2.489
7 O 1.791 5.704 3.074
8 C 1.221 4.287 1.033
9 C 0.849 4.901 -0.441
10 C 1.406 4.046 -1.764
11 N 2.253 2.764 -1.624
12 C 2.619 2.184 -0.272
13 C 3.563 0.820 -0.058
14 C 4.920 1.385 0.740
15 O 4.792 1.346 2.200
16 C 5.072 2.637 2.839
17 C 6.126 2.461 4.127
18 F 6.040 1.090 4.700
19 F 5.671 3.449 5.171
20 F 7.485 2.848 3.663
21 C 2.111 2.912 1.113
22 H 0.503 4.787 5.149
23 H -1.377 4.650 5.107
24 H 0.228 5.891 -0.512
25 H 1.106 4.483 -2.827
26 H 2.566 2.320 -2.519
27 H 3.956 0.479 -1.126
28 H 3.009 -0.027 0.530
29 H 5.840 0.690 0.433
30 H 5.131 2.437 0.276
31 H 5.563 3.447 2.153
32 H 4.100 3.129 3.325
33 H 2.371 2.469 2.165
34 C -0.705 -2.567 -0.417
35 C 0.079 -3.222 -1.550
36 C 1.518 -2.711 -1.651
37 C 1.513 -1.215 -1.918
38 N 1.510 0.027 -2.139
39 H -0.806 -1.487 -0.567
40 H -1.716 -2.983 -0.365
41 H -0.215 -2.737 0.548
42 H -0.447 -3.042 -2.496
43 H 0.094 -4.306 -1.391
44 H 2.041 -3.220 -2.467
45 H 2.063 -2.910 -0.722
46 C -4.785 4.776 1.271
47 C -4.001 4.121 0.139
48 C -2.562 4.632 0.037
49 C -2.566 6.129 -0.229
50 N -2.570 7.370 -0.450
51 H -4.885 5.856 1.121
52 H -5.796 4.361 1.323
53 H -4.295 4.606 2.237
54 H -4.527 4.301 -0.807
55 H -3.985 3.037 0.297
56 H -2.039 4.123 -0.779
57 H -2.017 4.433 0.966
58 C 8.104 -0.932 -2.028
59 C 7.871 -1.113 -3.525
60 C 6.547 -0.509 -3.998
61 C 5.390 -1.184 -3.281
62 N 4.429 -1.743 -2.685
63 H 7.340 -1.444 -1.435
64 H 9.073 -1.352 -1.741
65 H 8.099 0.130 -1.756
66 H 7.897 -2.184 -3.761
67 H 8.695 -0.643 -4.073
68 H 6.434 -0.653 -5.078
69 H 6.520 0.567 -3.794
70 C -2.772 -3.714 -4.426
71 C -3.825 -4.817 -4.441
72 C -4.654 -4.866 -3.155
73 C -3.743 -5.133 -1.968
74 N -2.988 -5.355 -0.982
75 H -2.037 -3.868 -3.630
76 H -2.225 -3.699 -5.374
77 H -3.235 -2.731 -4.283
78 H -3.327 -5.782 -4.599
79 H -4.495 -4.658 -5.293
80 H -5.402 -5.663 -3.221
81 H -5.180 -3.918 -3.001
82 C -0.631 -9.056 -1.101
83 C -1.867 -9.426 -1.915
84 C -1.592 -9.493 -3.418
85 C -1.119 -8.136 -3.915
86 N -0.727 -7.011 -4.327
87 H -0.261 -8.059 -1.358
88 H -0.868 -9.048 -0.032
89 H 0.177 -9.778 -1.266
90 H -2.657 -8.691 -1.714
91 H -2.239 -10.399 -1.575
92 H -2.504 -9.774 -3.955
93 H -0.825 -10.244 -3.636
94 C -6.718 3.964 5.160
95 C -6.819 2.464 5.415
96 C -5.540 1.710 5.046
97 C -5.244 1.893 3.567
98 N -4.998 2.045 2.339
99 H -6.563 4.185 4.099
100 H -7.642 4.464 5.464
101 H -5.889 4.403 5.728
102 H -7.665 2.063 4.842
103 H -7.040 2.297 6.475
104 H -5.658 0.642 5.260
105 H -4.692 2.081 5.632

Properties
- Strongest force on any atom: 10.2 eV/A
- Net charge: +1
- Calculated total energy: -2684.815137 Ha
- LUMO level: -4.8 eV
- HOMO-LUMO gap: 6.870 eV

=====

ORCA calculation (wB97M-V/def2-TZVPD) on the molecule C22H43FO2 in a non-equilibrium geometry.

Positions of all 68 atoms, in Å:
1 C -2.293 8.796 -2.333
2 C -1.541 8.940 -0.862
3 C -1.627 7.482 -0.112
4 C -0.218 6.627 -0.140
5 C 0.469 6.505 -1.627
6 C 0.299 4.988 -2.250
7 C -1.290 4.535 -2.446
8 C -1.336 2.945 -2.885
9 C -2.168 2.009 -1.823
10 C -1.200 0.770 -1.304
11 C -1.449 -0.561 -2.284
12 C -0.176 -1.599 -2.257
13 C -0.551 -3.089 -1.606
14 C 0.800 -3.562 -0.779
15 C 1.118 -5.178 -0.904
16 C 2.060 -5.545 0.428
17 C 1.924 -7.165 0.637
18 C 2.008 -7.682 2.188
19 C 2.632 -6.608 3.255
20 C 1.365 -5.862 3.992
21 C 1.909 -4.875 5.187
22 O 2.979 -4.098 4.892
23 O 1.264 -4.777 6.507
24 C 0.199 -3.725 6.413
25 F 0.782 -2.383 6.097
26 H -2.612 7.670 -2.533
27 H -1.545 9.092 -3.185
28 H -3.295 9.432 -2.344
29 H -0.395 9.169 -1.076
30 H -2.070 9.810 -0.280
31 H -2.467 6.772 -0.548
32 H -1.903 7.648 1.035
33 H -0.496 5.519 0.205
34 H 0.533 7.051 0.673
35 H 1.629 6.768 -1.543
36 H 0.030 7.245 -2.431
37 H 0.813 4.201 -1.552
38 H 0.852 4.927 -3.297
39 H -1.780 4.668 -1.369
40 H -1.842 5.250 -3.212
41 H -0.236 2.495 -2.982
42 H -1.800 2.857 -3.981
43 H -3.152 1.525 -2.267
44 H -2.526 2.667 -0.894
45 H -1.483 0.464 -0.206
46 H -0.068 1.085 -1.286
47 H -1.527 -0.156 -3.402
48 H -2.463 -1.086 -1.966
49 H 0.697 -1.167 -1.573
50 H 0.269 -1.842 -3.331
51 H -1.409 -2.930 -0.792
52 H -0.905 -3.861 -2.411
53 H 1.787 -3.014 -1.166
54 H 0.652 -3.190 0.328
55 H 0.087 -5.736 -0.735
56 H 1.641 -5.480 -1.920
57 H 1.632 -4.890 1.298
58 H 3.165 -5.234 0.101
59 H 2.780 -7.711 0.042
60 H 0.905 -7.599 0.193
61 H 2.684 -8.646 2.234
62 H 0.908 -8.018 2.507
63 H 3.446 -5.886 2.824
64 H 3.179 -7.242 4.106
65 H 0.720 -5.184 3.257
66 H 0.610 -6.704 4.373
67 H -0.337 -3.588 7.471
68 H -0.666 -4.039 5.654

Properties
- Strongest force on any atom: 9.1 eV/A
- Energy above the lowest of the compared OMol25 structures with the same formula, charge and spin: 12.6344 eV
- SMILES string: CCCCCCCCCCCCCCCCCCCCC(=O)OCF
- Calculated total energy: -1113.963034 Ha
- LUMO level: 0.3 eV
- HOMO-LUMO gap: 10.138 eV

=====

ORCA calculation (wB97M-V/def2-TZVPD) on the molecule C5H8N2.

Positions of all 15 atoms, in Å:
1 C 0.774 0.011 -1.550
2 C 1.437 -1.072 0.516
3 C 0.336 -1.634 1.045
4 N -0.832 -0.723 1.056
5 C -0.502 0.417 0.527
6 N -1.289 1.530 0.503
7 C 0.900 0.250 -0.021
8 H 0.145 0.747 -2.066
9 H 1.779 0.031 -1.978
10 H 0.379 -0.995 -1.724
11 H 0.127 -2.622 1.442
12 H -1.721 -0.895 1.510
13 H -0.823 2.403 0.312
14 H -2.251 1.490 0.208
15 H 1.506 1.151 0.144

Properties
- Strongest force on any atom: 0.4 eV/A
- Energy above the lowest of the compared OMol25 structures with the same formula, charge and spin: 3.2426 eV
- Calculated total energy: -304.716332 Ha
- LUMO level: 0.4 eV
- HOMO-LUMO gap: 7.365 eV

=====

ORCA calculation (wB97M-V/def2-TZVPD) on a cluster of 2 separate species, C9H13NO2 in total in a non-equilibrium geometry.

Positions of all 25 atoms, in Å:
1 C -3.921 1.169 2.825
2 C -3.038 0.544 1.831
3 O -3.230 -0.411 1.124
4 N -1.654 0.787 2.163
5 H -4.916 0.731 2.752
6 H -4.048 2.256 2.576
7 H -0.884 0.352 1.681
8 H -1.338 1.698 2.472
9 H -3.548 1.228 3.837
10 C 1.113 2.457 -0.700
11 C 1.867 -1.749 -1.354
12 C 0.906 -1.005 -2.083
13 C 2.458 -1.095 -0.246
14 C 0.796 0.333 -2.015
15 C 2.192 0.266 -0.009
16 C 1.474 1.040 -0.921
17 O 2.119 -2.956 -1.796
18 H 2.809 -3.361 -1.249
19 H 0.350 -1.425 -2.923
20 H 3.043 -1.719 0.417
21 H 0.070 0.845 -2.615
22 H 2.695 0.770 0.790
23 H 0.432 2.849 -1.465
24 H 1.957 3.158 -0.687
25 H 0.625 2.604 0.270

Properties
- Spin multiplicity: 2
- Strongest force on any atom: 4.9 eV/A
- Net charge: +1
- Energy above the lowest of the compared OMol25 structures with the same formula, charge and spin: 1.5719 eV
- Calculated total energy: -555.668244 Ha
- LUMO level (alpha / beta): -3.9 / -7.6 eV
- HOMO-LUMO gap (alpha / beta): 8.488 / 4.750 eV

=====

ORCA calculation (wB97M-V/def2-TZVPD) on a cluster of 2 separate species, C16H22FNO2 in total in a non-equilibrium geometry.

Positions of all 42 atoms, in Å:
1 C -3.211 0.030 0.788
2 C -3.142 -1.388 0.326
3 N -2.050 -2.016 0.728
4 F 1.512 0.680 2.995
5 C -1.629 -3.023 -0.016
6 C -0.172 -3.285 0.106
7 C -2.489 -3.733 -0.871
8 C -3.802 -3.258 -1.060
9 C -4.834 -4.080 -1.784
10 C -4.095 -1.997 -0.511
11 H -4.250 0.353 0.809
12 H -2.752 0.112 1.783
13 H -2.663 0.676 0.087
14 H 0.050 -4.302 -0.187
15 H 0.376 -2.608 -0.560
16 H 0.152 -3.090 1.135
17 H -2.101 -4.617 -1.388
18 H -5.795 -3.553 -1.806
19 H -4.512 -4.314 -2.809
20 H -4.981 -5.041 -1.272
21 H -5.018 -1.443 -0.728
22 C 2.661 2.853 -1.848
23 C 2.681 2.543 -0.357
24 C 3.759 3.428 0.255
25 C 1.294 2.763 0.276
26 C 1.376 2.721 1.773
27 O 0.821 3.500 2.520
28 C 2.278 1.565 2.322
29 C 3.228 0.775 1.350
30 O 4.101 0.036 1.754
31 C 2.926 1.041 -0.102
32 H 1.912 2.271 -2.394
33 H 2.456 3.922 -1.985
34 H 3.654 2.635 -2.263
35 H 3.854 3.303 1.336
36 H 4.713 3.212 -0.232
37 H 3.533 4.473 0.028
38 H 0.828 3.711 -0.005
39 H 0.617 1.969 -0.103
40 H 2.942 2.047 3.035
41 H 2.017 0.495 -0.422
42 H 3.752 0.636 -0.700

Properties
- Strongest force on any atom: 1.5 eV/A
- Energy above the lowest of the compared OMol25 structures with the same formula, charge and spin: 0.4580 eV
- SMILES string: CC1(C)CC(=O)C(F)C(=O)C1.Cc1cc(C)nc(C)c1
- Calculated total energy: -927.952500 Ha
- LUMO level: 0.3 eV
- HOMO-LUMO gap: 9.213 eV

=====

ORCA calculation (wB97M-V/def2-TZVPD) on a cluster of 4 separate species, C26H53BNO19P3S in total in a non-equilibrium geometry.

Positions of all 104 atoms, in Å:
1 C 1.447 1.662 -2.869
2 C 0.552 1.278 -4.064
3 C -0.913 1.651 -3.764
4 N -1.522 2.619 -4.680
5 O -0.833 3.833 -4.966
6 B -0.409 4.616 -3.906
7 O -0.886 4.515 -2.618
8 O 0.537 5.548 -4.229
9 C -2.973 2.990 -4.324
10 C -3.489 2.760 -2.908
11 C -4.695 3.686 -2.648
12 C -4.398 4.734 -1.556
13 S -5.243 6.313 -1.911
14 O -3.824 2.232 -5.117
15 C -3.251 2.330 -6.412
16 C -1.765 2.054 -6.102
17 C -1.490 0.538 -6.335
18 O -0.567 0.273 -7.114
19 O -2.224 -0.274 -5.721
20 O 0.986 1.795 -5.286
21 C 2.348 1.590 -5.626
22 C 3.109 2.891 -5.511
23 C 2.860 3.845 -6.486
24 C 3.455 5.091 -6.474
25 C 4.331 5.406 -5.444
26 C 4.598 4.451 -4.487
27 C 3.999 3.204 -4.495
28 H 1.679 2.726 -2.950
29 H 0.962 1.412 -1.926
30 H 2.381 1.105 -2.890
31 H 0.610 0.182 -4.114
32 H -0.958 1.969 -2.727
33 H -1.519 0.745 -3.797
34 H -0.169 4.652 -1.992
35 H 0.439 6.291 -3.625
36 H -3.232 4.011 -4.624
37 H -2.751 2.870 -2.119
38 H -3.854 1.735 -2.868
39 H -5.071 4.171 -3.547
40 H -5.507 3.058 -2.285
41 H -3.333 4.938 -1.500
42 H -4.769 4.348 -0.611
43 H -4.289 7.212 -1.641
44 H -3.652 1.647 -7.146
45 H -3.270 3.369 -6.768
46 H -1.170 2.644 -6.785
47 H 2.338 1.323 -6.684
48 H 2.815 0.753 -5.106
49 H 2.161 3.607 -7.279
50 H 3.189 5.791 -7.253
51 H 4.774 6.391 -5.429
52 H 5.277 4.709 -3.683
53 H 4.208 2.483 -3.716
54 C -2.958 -0.750 -1.480
55 O -4.055 -0.455 -0.607
56 P -3.750 -0.670 0.966
57 O -2.414 -0.096 1.217
58 O -3.726 -2.301 0.887
59 C -4.769 -2.993 0.185
60 O -4.550 -0.607 2.359
61 C -3.806 -1.049 3.503
62 H -3.370 -0.923 -2.474
63 H -2.281 0.101 -1.524
64 H -2.418 -1.640 -1.165
65 H -4.367 -3.400 -0.742
66 H -5.610 -2.344 -0.053
67 H -5.119 -3.811 0.813
68 H -3.175 -0.241 3.867
69 H -3.201 -1.920 3.274
70 H -4.529 -1.307 4.274
71 C 1.813 -1.050 7.330
72 O 0.439 -0.972 6.927
73 P -0.062 -2.180 5.957
74 O 0.522 -3.414 6.519
75 O 0.810 -1.594 4.691
76 C 0.711 -0.210 4.339
77 O -1.247 -2.658 4.967
78 C -0.946 -3.753 4.089
79 H 2.099 -0.045 7.636
80 H 1.918 -1.727 8.175
81 H 2.448 -1.376 6.509
82 H 1.635 0.298 4.616
83 H -0.122 0.287 4.835
84 H 0.571 -0.140 3.262
85 H -1.069 -4.695 4.618
86 H 0.061 -3.674 3.687
87 H -1.666 -3.703 3.274
88 C 2.530 -5.270 7.762
89 O 3.956 -5.064 7.853
90 P 4.844 -5.898 6.801
91 O 4.173 -5.805 5.494
92 O 4.608 -7.349 7.526
93 C 4.750 -7.460 8.944
94 O 6.409 -6.153 6.500
95 C 6.689 -7.145 5.506
96 H 2.105 -4.967 8.717
97 H 2.108 -4.652 6.977
98 H 2.293 -6.318 7.583
99 H 3.765 -7.592 9.393
100 H 5.219 -6.582 9.385
101 H 5.361 -8.335 9.161
102 H 6.607 -6.707 4.514
103 H 6.021 -7.998 5.596
104 H 7.714 -7.469 5.673

Properties
- Strongest force on any atom: 6.4 eV/A
- SMILES string: C[C@@H](C[N@+]1(OB(O)O)[C@H](CCCS)OC[C@@H]1C(=O)[O-])OCc1ccccc1.COP(=O)(OC)OC.COP(=O)(OC)OC.COP(=O)(OC)OC
- Calculated total energy: -3953.961551 Ha
- LUMO level: -0.6 eV
- HOMO-LUMO gap: 7.407 eV

=====

Please write out number 5 again, unchanged.
ORCA calculation (wB97M-V/def2-TZVPD) on a cluster of 2 separate species, C16H22FNO2 in total in a non-equilibrium geometry.

Positions of all 42 atoms, in Å:
1 C -3.211 0.030 0.788
2 C -3.142 -1.388 0.326
3 N -2.050 -2.016 0.728
4 F 1.512 0.680 2.995
5 C -1.629 -3.023 -0.016
6 C -0.172 -3.285 0.106
7 C -2.489 -3.733 -0.871
8 C -3.802 -3.258 -1.060
9 C -4.834 -4.080 -1.784
10 C -4.095 -1.997 -0.511
11 H -4.250 0.353 0.809
12 H -2.752 0.112 1.783
13 H -2.663 0.676 0.087
14 H 0.050 -4.302 -0.187
15 H 0.376 -2.608 -0.560
16 H 0.152 -3.090 1.135
17 H -2.101 -4.617 -1.388
18 H -5.795 -3.553 -1.806
19 H -4.512 -4.314 -2.809
20 H -4.981 -5.041 -1.272
21 H -5.018 -1.443 -0.728
22 C 2.661 2.853 -1.848
23 C 2.681 2.543 -0.357
24 C 3.759 3.428 0.255
25 C 1.294 2.763 0.276
26 C 1.376 2.721 1.773
27 O 0.821 3.500 2.520
28 C 2.278 1.565 2.322
29 C 3.228 0.775 1.350
30 O 4.101 0.036 1.754
31 C 2.926 1.041 -0.102
32 H 1.912 2.271 -2.394
33 H 2.456 3.922 -1.985
34 H 3.654 2.635 -2.263
35 H 3.854 3.303 1.336
36 H 4.713 3.212 -0.232
37 H 3.533 4.473 0.028
38 H 0.828 3.711 -0.005
39 H 0.617 1.969 -0.103
40 H 2.942 2.047 3.035
41 H 2.017 0.495 -0.422
42 H 3.752 0.636 -0.700

Properties
- Strongest force on any atom: 1.5 eV/A
- Energy above the lowest of the compared OMol25 structures with the same formula, charge and spin: 0.4580 eV
- SMILES string: CC1(C)CC(=O)C(F)C(=O)C1.Cc1cc(C)nc(C)c1
- Calculated total energy: -927.952500 Ha
- LUMO level: 0.3 eV
- HOMO-LUMO gap: 9.213 eV

=====

Among the records above, which one has the lowest calculated total energy? C26H53BNO19P3S

=====

Which formula does entry 6 have? C26H53BNO19P3S